Record 1
42
Properties=species:S:1:pos:R:3:forces:R:3 method="wB97M-V/def2-TZVPD" e_above_lowest_kcal_mol=30.79 e_lumo_ev=-0.252 energy_ha=-1357.6426 spin_multiplicity=1 gap_ev=6.4 total_charge=0 max_force_ev_per_a=2.28
Cd -2.032 -0.565 -3.019 0.11 -0.42 1.97
C -4.089 -0.327 -3.430 -0.34 0.42 -1.19
H -4.678 -0.076 -2.542 0.39 -0.04 -0.05
H -4.194 0.457 -4.187 -0.39 -0.20 0.16
H -4.432 -1.279 -3.849 -0.03 0.20 0.06
H 0.854 -0.938 -3.527 -0.07 -0.32 0.73
H 0.866 -0.645 -4.190 -0.02 0.32 -0.73
O -1.354 -2.930 -2.116 -0.16 -1.42 0.14
C -1.490 -2.028 -1.309 0.56 1.94 -1.05
C -1.495 -2.217 0.154 0.66 0.13 1.26
C -1.985 -3.400 0.704 -0.01 -0.05 0.19
C -1.898 -3.646 2.071 -0.06 0.04 0.29
C -1.402 -2.660 2.936 -0.21 -0.31 -0.50
C -0.949 -1.452 2.424 0.30 0.28 -0.36
C -0.886 -1.243 1.024 -1.29 -1.43 -1.06
P 0.088 0.098 0.414 0.18 0.13 0.85
C 1.279 0.507 1.661 0.67 0.33 0.66
C 1.151 1.715 2.387 0.45 -0.82 -0.18
C 2.072 2.003 3.388 0.29 -0.04 0.06
C 3.128 1.122 3.656 -0.23 -0.06 -0.20
C 3.269 -0.058 2.914 0.05 0.14 0.17
C 2.355 -0.375 1.915 -0.43 0.74 0.24
C 0.435 1.181 -0.944 -0.29 0.44 -1.29
C 1.736 1.156 -1.507 -0.67 0.09 0.31
C 2.127 2.155 -2.387 -0.22 0.31 -0.05
C 1.223 3.166 -2.741 0.00 -0.16 0.06
C -0.084 3.165 -2.238 0.15 0.01 -0.32
C -0.488 2.176 -1.351 0.49 -0.50 0.09
H -2.421 -4.153 0.046 0.18 0.23 0.07
H -2.234 -4.606 2.469 0.05 0.32 -0.09
H -1.372 -2.846 4.010 -0.05 0.14 -0.28
H -0.602 -0.667 3.099 0.03 -0.32 -0.24
H 0.333 2.396 2.150 0.19 -0.21 0.13
H 1.970 2.922 3.965 0.07 -0.20 -0.10
H 3.846 1.357 4.443 -0.21 -0.06 -0.23
H 4.099 -0.734 3.115 -0.15 0.17 0.00
H 2.449 -1.284 1.322 -0.03 0.21 0.21
H 2.414 0.351 -1.230 -0.12 0.24 -0.03
H 3.138 2.152 -2.799 -0.33 0.01 0.09
H 1.537 3.954 -3.425 -0.08 -0.17 0.16
H -0.786 3.946 -2.541 0.25 -0.24 0.11
H -1.498 2.151 -0.938 0.31 0.14 -0.07

***

Record 2
131
Properties=species:S:1:pos:R:3:forces:R:3 method="wB97M-V/def2-TZVPD" e_above_lowest_kcal_mol=10.59 e_lumo_ev="-5.315 / -2.192" energy_ha=-5033.0825 spin_multiplicity=5 gap_ev="4.2 / 7.4" total_charge=+1 max_force_ev_per_a=1.07
Mn 0.639 0.805 0.632 -0.54 -0.51 -0.58
C 2.361 2.425 5.375 0.09 0.10 -0.12
C 1.607 1.500 4.495 -0.30 -0.37 -0.12
C 0.823 0.438 4.887 0.05 0.13 -0.40
C 0.324 -0.147 3.717 0.31 0.47 0.27
N 0.794 0.562 2.658 -0.14 -0.42 0.07
N 1.578 1.549 3.152 0.36 0.52 0.67
B 2.417 2.518 2.286 -0.36 -0.51 -0.36
N 3.333 1.685 1.369 0.66 0.31 0.28
N 2.868 0.919 0.361 -0.70 -0.04 -0.35
C 3.932 0.387 -0.270 0.21 0.39 0.58
C 5.095 0.815 0.389 -0.34 0.03 0.03
C 4.680 1.630 1.417 -0.04 -0.18 -0.26
C 5.529 2.321 2.422 -0.13 0.06 0.04
C 3.919 -0.473 -1.450 -0.25 -0.37 -0.49
C 2.740 -0.967 -2.005 -0.06 0.13 0.20
C 2.751 -1.789 -3.116 -0.03 -0.01 -0.09
C 3.953 -2.146 -3.703 0.00 -0.02 -0.01
C 5.136 -1.660 -3.171 0.11 -0.12 -0.16
C 5.123 -0.833 -2.066 -0.19 0.12 0.23
N 1.458 3.416 1.482 0.44 0.67 0.21
N 0.335 2.951 0.891 -0.19 -0.65 -0.26
C -0.352 4.013 0.433 0.50 0.24 0.18
C 0.370 5.177 0.742 0.06 -0.41 0.09
C 1.506 4.763 1.404 -0.32 -0.13 -0.14
C 2.599 5.606 1.954 0.05 -0.11 0.08
C -1.619 4.002 -0.296 -0.51 -0.23 -0.39
C -2.339 5.191 -0.445 0.14 -0.13 0.05
C -3.488 5.238 -1.210 -0.11 0.09 -0.06
C -3.971 4.097 -1.832 0.00 0.00 0.00
C -3.292 2.904 -1.664 -0.08 -0.09 -0.06
C -2.135 2.862 -0.910 0.23 -0.01 0.00
C -0.521 -1.341 3.729 -0.39 -0.49 -0.28
C -0.833 -1.968 4.942 0.10 0.20 -0.14
C -1.607 -3.110 4.975 -0.10 -0.16 0.11
C -2.095 -3.669 3.804 0.03 0.06 -0.08
C -1.794 -3.065 2.595 -0.04 -0.07 0.03
C -1.025 -1.916 2.567 0.06 0.20 0.02
H 2.147 2.180 6.412 0.00 0.02 0.03
H 3.432 2.329 5.210 0.09 0.08 0.04
H 2.074 3.458 5.190 0.04 0.10 0.05
H 0.647 0.148 5.901 -0.06 -0.11 0.17
H 3.077 3.192 2.986 0.20 0.16 0.19
H 6.110 0.560 0.167 0.21 -0.05 -0.07
H 6.573 2.092 2.223 0.02 0.01 0.03
H 5.395 3.399 2.376 0.03 0.08 0.07
H 5.283 1.986 3.428 0.05 0.04 0.09
H 1.802 -0.708 -1.542 0.19 -0.11 -0.11
H 1.817 -2.160 -3.520 -0.09 -0.04 -0.01
H 3.972 -2.799 -4.562 0.00 -0.05 -0.11
H 6.080 -1.929 -3.624 0.06 -0.01 -0.02
H 6.062 -0.466 -1.684 0.10 0.05 0.06
H 0.120 6.188 0.504 -0.09 0.22 -0.06
H 2.424 6.644 1.683 0.03 0.01 -0.04
H 2.632 5.543 3.040 0.05 -0.01 0.08
H 3.566 5.293 1.567 0.08 0.05 0.00
H -2.002 6.089 0.046 0.06 0.14 0.05
H -4.010 6.177 -1.326 -0.06 0.07 0.03
H -4.865 4.140 -2.438 -0.06 0.02 -0.01
H -3.652 1.994 -2.131 -0.03 0.01 0.01
H -1.617 1.925 -0.803 -0.16 0.19 0.00
H -0.473 -1.572 5.877 0.07 0.06 0.08
H -1.826 -3.577 5.924 -0.02 0.01 0.07
H -2.703 -4.560 3.837 -0.03 -0.10 0.01
H -2.157 -3.490 1.669 -0.05 -0.02 -0.10
H -0.798 -1.446 1.629 -0.08 -0.11 0.04
C 2.421 -6.127 -1.403 -0.18 0.21 0.07
C 2.154 -4.967 -0.442 0.58 -0.39 0.44
C 1.665 -5.510 0.902 0.04 0.05 -0.11
C 3.456 -4.178 -0.288 0.02 -0.02 0.09
N 1.088 -4.107 -0.977 -0.50 0.52 -0.26
C 0.230 -4.463 -1.985 -0.60 0.05 -0.41
C -0.684 -3.481 -2.118 0.10 -0.53 -0.31
N -0.419 -2.505 -1.188 0.22 -0.02 0.17
B -1.179 -1.177 -1.036 0.43 0.32 0.58
N -2.552 -1.334 -0.365 -0.01 0.14 0.22
C -3.475 -2.322 -0.605 -0.46 -0.36 0.04
C -4.506 -2.167 0.253 0.03 -0.47 -0.51
N -4.238 -1.082 1.046 0.53 -0.25 -0.46
C -3.038 -0.579 0.659 0.28 0.70 0.31
S -2.286 0.763 1.361 0.80 0.32 -0.12
C -5.118 -0.556 2.106 -0.36 0.37 0.59
C -4.340 -0.450 3.422 0.00 0.08 0.00
C -5.648 0.808 1.660 0.06 -0.10 0.01
C -6.292 -1.509 2.340 0.22 0.08 -0.21
N -1.262 -0.480 -2.409 0.34 0.59 -0.12
C -2.030 -0.859 -3.478 -0.19 0.20 -0.46
C -1.726 -0.061 -4.522 -0.45 -0.56 0.00
N -0.758 0.824 -4.117 0.05 -0.47 0.63
C -0.497 0.562 -2.812 -0.17 -0.27 0.27
S 0.592 1.439 -1.829 0.59 0.38 0.81
C -0.322 1.959 -4.954 0.10 0.79 -0.38
C -1.313 3.099 -4.703 0.16 -0.11 0.02
C 1.095 2.413 -4.609 -0.06 -0.09 0.03
C -0.354 1.541 -6.428 -0.02 -0.07 0.21
C 0.684 -2.903 -0.497 0.30 0.30 0.58
S 1.459 -2.048 0.740 0.00 0.82 0.23
H 3.246 -6.715 -1.012 0.05 -0.02 0.08
H 2.712 -5.755 -2.382 0.03 0.00 -0.18
H 1.565 -6.789 -1.496 -0.11 -0.09 -0.06
H 2.417 -6.166 1.331 0.11 -0.07 0.08
H 0.745 -6.077 0.772 -0.09 -0.10 -0.03
H 1.472 -4.694 1.592 0.01 0.06 0.12
H 4.286 -4.871 -0.189 0.08 -0.16 0.00
H 3.434 -3.544 0.591 0.11 -0.01 -0.04
H 3.631 -3.554 -1.161 0.06 0.07 -0.10
H 0.321 -5.372 -2.538 0.04 -0.16 -0.09
H -1.486 -3.400 -2.820 -0.15 -0.05 -0.18
H -0.511 -0.448 -0.316 -0.50 -0.59 -0.49
H -3.324 -3.074 -1.351 -0.01 -0.22 -0.13
H -5.392 -2.754 0.350 -0.16 -0.09 0.02
H -3.646 0.382 3.409 0.01 -0.03 0.08
H -3.782 -1.364 3.610 0.06 -0.11 0.05
H -5.038 -0.300 4.240 -0.17 0.01 0.08
H -4.831 1.504 1.498 0.05 0.10 0.00
H -6.305 1.212 2.424 -0.07 0.05 0.11
H -6.213 0.717 0.735 -0.10 -0.05 -0.11
H -5.942 -2.489 2.655 0.01 -0.18 0.01
H -6.928 -1.606 1.463 -0.06 -0.05 -0.10
H -6.901 -1.105 3.143 -0.03 0.07 0.05
H -2.757 -1.640 -3.407 -0.18 -0.17 -0.03
H -2.123 -0.070 -5.514 -0.04 0.04 -0.13
H -1.316 3.368 -3.649 -0.01 0.07 0.09
H -2.320 2.808 -4.990 -0.13 -0.03 -0.03
H -1.024 3.970 -5.283 0.03 0.13 -0.10
H 1.112 2.977 -3.683 0.07 0.10 0.00
H 1.460 3.063 -5.398 -0.01 0.03 -0.12
H 1.772 1.568 -4.512 0.13 -0.10 -0.04
H -1.364 1.384 -6.793 -0.11 -0.03 -0.05
H 0.230 0.638 -6.588 0.08 -0.11 -0.05
H 0.081 2.335 -7.027 0.03 0.08 0.01

***

Record 3
19
Properties=species:S:1:pos:R:3:forces:R:3 method="wB97M-V/def2-TZVPD" e_above_lowest_kcal_mol=2.12 e_lumo_ev="-4.638 / -7.267" energy_ha=-953.0815 spin_multiplicity=3 gap_ev="7.4 / 6.9" total_charge=+1 max_force_ev_per_a=4.50
C 0.199 -0.886 -0.250 -0.79 -2.76 0.36
C -1.226 -0.880 -0.017 0.85 -0.53 1.98
C 1.063 0.206 -0.349 -0.75 -0.14 0.23
C -2.066 -0.052 -0.699 -0.52 0.17 -0.73
C -1.773 -1.931 1.044 0.68 0.89 -2.34
C 3.076 1.269 -0.528 3.00 -0.57 0.98
N 0.488 1.405 -0.127 1.96 1.73 -3.66
N -0.296 1.914 0.582 -0.60 -2.18 3.86
O -1.149 2.587 1.007 -0.41 1.33 -0.97
O 2.306 0.112 -0.727 -2.07 -1.57 0.75
Cl -3.772 -0.107 -0.423 1.20 0.29 -0.39
H 0.651 -1.912 -0.200 -0.13 1.20 -0.03
H -1.664 0.532 -1.559 -0.82 -0.22 0.77
H -0.931 -2.441 1.518 -0.38 0.20 0.14
H -2.284 -2.600 0.358 -0.32 -0.66 0.42
H -2.519 -1.502 1.719 0.42 0.04 -0.05
H 4.055 0.987 -1.036 -1.52 1.29 -0.20
H 3.467 1.266 0.551 -1.27 0.58 -1.19
H 2.374 2.036 -0.862 1.48 0.93 0.06

***

Record 4
45
Properties=species:S:1:pos:R:3:forces:R:3 method="wB97M-V/def2-TZVPD" e_above_lowest_kcal_mol=0.00 e_lumo_ev=2.387 energy_ha=-1487.1078 spin_multiplicity=1 gap_ev=6.8 total_charge=-1 max_force_ev_per_a=1.80
C 0.693 0.353 0.199 0.06 -0.16 0.25
C -0.189 1.358 -0.527 0.48 0.76 -0.12
S 0.718 2.327 -1.786 -0.08 0.26 0.22
C -0.169 -0.621 0.941 -0.29 -0.44 0.46
N -0.292 -1.830 0.409 0.07 -0.44 -0.09
O -0.789 -0.315 1.995 0.42 -0.22 -0.25
H 1.394 0.826 0.887 -0.17 0.28 0.17
H 1.316 -0.172 -0.506 -0.01 -0.26 -0.37
H -0.620 2.046 0.200 -0.01 -0.06 -0.17
H -1.008 0.850 -1.012 -0.24 -0.33 -0.03
H -0.909 -2.524 0.834 0.29 0.57 -0.17
H 0.246 -2.064 -0.460 -0.04 -0.07 0.00
H -1.736 1.511 -3.143 0.19 -0.01 0.05
H -2.484 0.347 -2.435 0.39 0.20 -0.81
O -2.020 0.597 -3.279 -0.80 -0.09 0.70
H -0.408 -0.085 -3.507 -0.19 0.00 0.05
H 0.945 0.478 -3.133 0.05 0.55 0.31
O 0.537 -0.309 -3.515 0.28 -0.74 -0.51
H -3.870 -0.363 1.771 -0.14 0.12 -0.05
H -2.475 -0.979 1.855 0.01 -0.02 -0.08
O -3.362 -1.142 1.481 0.10 -0.32 0.10
H 3.570 -1.644 0.055 -0.05 -0.01 -0.10
H 3.506 -0.590 -1.090 0.05 -0.17 0.04
O 3.409 -1.553 -0.902 1.51 0.81 0.55
H -4.268 1.389 0.656 -0.10 -0.03 0.92
H -3.528 1.743 1.970 0.00 0.02 -0.11
O -4.379 1.384 1.636 -0.01 0.15 -0.87
H 3.236 1.078 3.712 -0.43 -0.38 -0.05
H 1.905 0.217 3.705 1.17 0.23 0.08
O 2.889 0.175 3.799 -0.85 0.22 -0.07
H -4.249 -0.711 -1.423 0.04 0.16 -0.10
H -3.355 -0.610 -0.189 0.03 0.26 -0.15
O -3.577 -0.138 -1.036 -0.13 -0.38 0.28
H -1.335 2.676 1.796 -0.59 -0.68 0.68
H -1.365 1.152 2.176 -0.03 0.39 0.18
O -1.806 2.027 2.367 0.48 0.79 -0.45
H 3.370 -1.127 2.519 -0.11 -0.53 -0.38
H 2.419 -2.147 1.822 0.73 0.21 0.11
O 3.363 -1.900 1.907 -0.69 0.21 0.27
H 3.864 1.389 -2.274 0.19 -0.16 0.04
H 2.733 1.662 -1.341 -0.44 -0.02 0.13
O 3.601 1.190 -1.367 0.31 0.08 -0.20
H 1.014 -1.650 -2.499 0.10 -0.54 0.53
H 2.177 -1.998 -1.481 -0.27 -0.33 -0.08
O 1.287 -2.302 -1.790 -1.27 0.11 -0.89